# C9H22N3O4Y

A molecular structure, C9H22N3O4Y in a non-equilibrium geometry (wB97M-V/def2-TZVPD, OMol25).

XYZ file:
```
39
Properties=species:S:1:pos:R:3:lowdin_charge:R:1
Y -3.356 1.468 -0.610 2.046
O -1.688 0.944 0.555 -0.380
H -0.869 0.753 1.019 -0.011
C 2.034 -1.823 -2.198 -0.330
O 2.151 -3.019 -2.049 0.034
N 1.561 -0.981 -1.237 -0.197
C 1.308 0.407 -1.516 -0.058
C 1.134 -1.462 0.065 -0.027
H 2.267 -1.285 -3.131 0.143
H 0.215 0.546 -1.595 0.058
H 1.747 0.720 -2.459 0.097
H 1.677 1.017 -0.690 0.082
H 1.472 -2.476 0.240 0.100
H 1.540 -0.785 0.822 0.097
H 0.035 -1.408 0.130 0.062
C -1.922 -1.221 -2.566 -0.238
O -2.393 -0.174 -2.006 -0.211
N -2.003 -2.436 -2.106 -0.124
C -1.159 -3.508 -2.661 0.028
C -2.712 -2.743 -0.873 0.003
H -1.402 -1.161 -3.523 0.168
H -0.248 -3.598 -2.075 0.092
H -0.906 -3.293 -3.698 0.112
H -1.742 -4.424 -2.666 0.110
H -3.627 -2.162 -0.768 0.086
H -2.980 -3.794 -0.854 0.111
H -2.086 -2.551 0.002 0.102
C -0.211 2.431 3.576 -0.365
O -0.714 2.609 4.641 0.070
N 0.908 3.051 3.125 -0.194
C 1.214 3.070 1.709 -0.067
C 1.700 3.916 3.967 -0.032
H -0.590 1.727 2.805 0.102
H 0.475 2.468 1.176 0.042
H 2.221 2.675 1.534 0.095
H 1.215 4.078 1.282 0.097
H 1.418 3.804 5.011 0.096
H 2.753 3.643 3.884 0.099
H 1.563 4.976 3.737 0.100
```

## Properties
- E_tot (hartree) = -859.0722
- total charge = +2
- HOMO energy (eV) = -13.9
- E_LUMO (eV) = -10.3